No. 1
129
Properties=species:S:1:pos:R:3:forces:R:3 method="wB97M-V/def2-TZVPD" homo_lumo_gap_ev=8.704 homo_ev=-8.843 max_force_ha_per_bohr=0.140
C -3.039 -1.051 4.579 -1.19 1.35 0.67
O -4.296 -1.284 3.953 -0.30 -1.14 -1.10
H -2.176 -0.957 3.920 -0.25 -0.29 -0.28
H -3.230 -0.068 5.010 1.16 0.02 0.68
H -2.871 -1.798 5.355 0.21 0.09 -0.06
H -4.926 -0.589 4.156 0.35 -0.08 0.05
C -4.413 -0.268 -3.682 1.05 0.00 0.87
O -4.580 -1.101 -4.510 -1.54 -2.20 -3.37
N -3.707 -0.533 -2.623 2.04 -0.99 2.73
N -4.779 0.991 -3.687 -1.89 3.26 -1.04
H -3.770 -1.511 -2.380 0.49 -0.13 0.79
H -3.576 0.224 -1.968 0.04 -0.80 0.60
H -4.799 1.400 -2.764 -0.39 0.38 -0.35
H -5.532 1.200 -4.326 0.15 0.34 0.14
C -2.022 -3.414 -6.084 -1.66 0.47 1.72
O -1.629 -3.964 -7.023 3.30 -3.32 -5.47
N -2.142 -3.941 -4.885 0.00 -1.30 3.54
N -2.550 -2.227 -6.093 -1.03 4.06 -0.25
H -2.729 -3.372 -4.292 0.20 -0.95 0.77
H -1.962 -4.916 -4.693 -0.23 0.38 -0.16
H -3.156 -2.003 -5.316 -0.27 0.95 -0.51
H -2.521 -1.661 -6.929 -0.27 -0.30 0.30
C 4.846 0.048 4.266 0.24 0.77 0.87
O 4.814 1.117 4.806 -0.67 2.93 1.36
N 3.811 -0.698 4.032 -3.48 -0.86 -0.47
N 5.958 -0.513 3.976 5.44 -2.68 -1.99
H 2.994 -0.197 4.350 -0.84 -0.74 -0.35
H 3.842 -1.549 3.489 -0.42 0.36 0.33
H 6.853 -0.072 4.136 -0.47 0.21 -0.02
H 5.970 -1.272 3.309 0.20 0.04 0.29
C -1.695 6.044 0.100 4.31 -2.21 -2.43
O -0.677 6.042 -0.605 0.09 1.91 -0.39
N -2.430 7.055 0.456 -2.21 3.27 0.36
N -2.030 4.864 0.538 -1.98 -1.20 1.82
H -2.575 7.736 -0.276 0.18 0.26 0.34
H -3.230 6.893 1.050 0.12 0.11 -0.16
H -1.371 4.130 0.322 -0.76 -0.29 0.25
H -2.982 4.889 0.875 0.27 -1.86 0.26
C 1.535 3.031 -1.254 0.73 0.55 0.23
O 1.356 2.476 -0.192 0.26 -1.90 0.91
N 1.906 2.522 -2.419 -0.02 -1.91 -1.33
N 1.524 4.336 -1.274 -0.28 3.12 0.30
H 1.903 3.156 -3.205 0.53 -0.72 0.00
H 2.317 1.599 -2.410 -0.31 0.17 -0.58
H 1.311 4.848 -2.118 0.05 0.30 0.55
H 1.372 4.725 -0.355 -0.55 0.58 -0.67
C -3.630 -4.455 -1.244 2.44 4.64 1.56
O -4.117 -3.450 -1.708 -0.78 2.32 -1.82
N -4.326 -5.479 -1.062 -3.39 -5.92 0.22
N -2.463 -4.375 -0.589 0.92 -0.69 -0.63
H -5.312 -5.317 -1.209 0.16 -0.85 -0.27
H -3.876 -6.368 -0.899 -0.77 -0.01 0.15
H -2.139 -5.182 -0.075 0.35 0.73 0.14
H -2.156 -3.414 -0.542 0.97 -0.29 0.47
C -4.116 1.707 0.899 -0.26 0.93 0.58
O -4.034 1.377 -0.225 0.72 -2.09 -4.64
N -4.784 2.744 1.287 -3.60 5.16 1.25
N -3.576 1.229 1.968 3.37 -3.56 3.24
H -5.465 3.221 0.714 0.22 -0.32 -0.01
H -4.886 2.815 2.289 -0.63 0.53 -0.48
H -2.864 0.518 1.880 -0.15 0.12 0.23
H -3.495 1.822 2.781 0.29 -0.49 -0.17
C 0.329 0.946 5.092 0.06 2.09 0.11
O -0.371 0.032 5.387 -1.57 -2.55 0.21
N 1.516 1.210 5.647 0.90 -1.25 1.07
N 0.010 1.979 4.251 -0.51 -0.17 -0.36
H 1.666 0.678 6.492 0.52 0.57 0.06
H 1.851 2.135 5.416 1.04 -0.09 0.80
H -0.382 1.622 3.392 -0.16 0.35 -0.55
H 0.871 2.501 4.168 -0.41 0.69 -1.01
C 1.008 -6.144 0.720 2.94 -3.18 -0.96
O 1.563 -6.783 -0.165 -0.17 0.17 -0.06
N 1.157 -6.434 2.021 0.96 -1.51 2.56
N 0.217 -5.149 0.594 -3.29 4.15 -0.47
H 1.799 -7.174 2.269 -0.19 0.19 -0.14
H 0.884 -5.807 2.764 0.16 -0.24 -0.23
H -0.072 -4.798 1.496 -0.44 0.76 -0.79
H 0.093 -4.586 -0.235 0.11 -0.25 0.15
C 3.933 -2.768 -3.890 -0.99 -1.42 0.75
C 2.747 -3.709 -4.361 0.87 1.14 0.51
C 1.717 -2.856 -5.071 0.30 0.46 1.20
O 1.308 -1.848 -4.111 -0.55 0.25 -0.22
C 0.617 -0.720 -4.662 0.02 -0.99 -1.80
N 3.151 -4.825 -5.179 0.23 -0.45 -0.69
H 4.579 -3.214 -3.134 0.02 -0.56 -0.18
H 3.439 -1.978 -3.325 0.25 0.48 -0.57
H 4.591 -2.452 -4.700 -0.38 0.27 -0.15
H 2.180 -4.136 -3.534 0.50 0.07 0.56
H 0.948 -3.589 -5.317 -0.70 0.67 -0.46
H 2.212 -2.413 -5.935 -0.40 0.27 -0.35
H 1.147 -0.453 -5.576 0.35 0.59 -0.02
H 0.472 0.165 -4.043 0.50 -0.47 0.61
H -0.355 -0.994 -5.071 -0.40 -0.27 0.41
H 3.433 -4.520 -6.100 0.72 0.51 -0.15
H 2.331 -5.342 -5.463 -0.41 -0.49 0.52
C 0.821 -0.773 1.796 -0.68 -0.36 -0.40
C -0.111 -0.093 0.789 0.31 0.08 0.63
C -1.367 -0.900 0.411 1.91 0.45 0.17
O -0.864 -2.058 -0.304 -0.84 -0.04 1.05
C -0.335 -1.851 -1.588 0.19 0.70 -1.32
N -0.407 1.234 1.393 -0.34 -0.62 -0.94
H 1.285 -1.649 1.341 0.06 -0.09 0.10
H 0.246 -1.075 2.672 0.22 0.04 0.31
H 1.594 -0.047 2.047 0.07 -0.13 0.23
H 0.531 -0.021 -0.089 -0.37 0.58 -0.30
H -2.109 -0.288 -0.102 0.14 -0.13 -0.75
H -1.854 -1.170 1.348 0.01 -0.94 -0.05
H 0.431 -2.556 -1.911 -0.16 -0.55 0.73
H 0.191 -0.905 -1.713 -0.21 0.26 0.22
H -1.099 -1.886 -2.364 -0.29 0.03 0.04
H 0.431 1.737 1.140 0.43 0.26 0.58
H -1.002 1.722 0.739 -0.83 0.04 -0.19
C 1.509 4.649 2.615 -0.90 1.37 -1.27
C 2.435 3.461 2.586 1.52 -0.11 2.79
C 3.741 3.569 1.756 0.31 0.79 -0.64
O 4.816 4.507 2.089 -0.14 -2.58 0.07
C 4.539 5.841 2.222 -0.78 0.55 0.51
N 2.806 3.172 4.056 -0.31 0.89 -1.51
H 1.830 5.624 2.980 0.98 -0.27 0.09
H 0.543 4.611 3.118 0.04 -1.16 0.22
H 1.234 4.855 1.580 -0.13 0.14 -0.20
H 1.874 2.600 2.222 0.27 0.03 -0.16
H 3.471 3.736 0.713 -0.14 0.23 -0.22
H 4.274 2.618 1.762 -0.23 -0.10 0.27
H 5.465 6.398 2.363 0.08 -0.14 -0.27
H 3.962 5.962 3.139 -0.29 0.63 0.00
H 3.985 6.201 1.355 -0.13 0.43 -0.06
H 3.351 3.987 4.300 -0.06 0.43 0.46
H 3.517 2.459 4.122 0.19 -0.71 -0.13

---

No. 2
90
Properties=species:S:1:pos:R:3:forces:R:3 method="wB97M-V/def2-TZVPD" multiplicity=4 homo_lumo_gap_ev="5.966 / 5.430" homo_ev="-8.873 / -8.868" total_charge=+1 max_force_ha_per_bohr=0.113
C 1.086 2.119 1.058 -0.12 0.30 0.88
C -0.085 0.826 2.719 0.22 0.11 -0.56
C 1.256 3.193 1.925 -0.04 -0.45 -0.44
C 0.157 1.896 3.654 0.18 0.39 -0.05
C 0.796 3.051 3.263 -0.26 -0.51 0.03
H 1.762 4.101 1.585 -0.20 -0.36 0.14
H -0.215 1.778 4.676 0.16 0.06 -0.39
H 0.948 3.865 3.981 -0.07 -0.35 -0.29
N 0.472 0.956 1.434 -0.11 -0.09 0.16
P 2.281 0.468 -0.772 1.25 0.76 -0.29
P -1.457 -1.293 1.690 -1.05 -0.20 0.92
C 1.635 2.171 -0.355 -0.10 -0.19 -0.25
H 0.825 2.375 -1.075 0.31 0.00 0.33
H 2.384 2.972 -0.458 -0.26 -0.38 0.02
C -0.867 -0.291 3.035 0.09 0.06 -0.26
H -1.341 -0.320 4.022 0.20 -0.03 -0.41
C -3.208 -0.591 1.225 0.29 -0.10 0.13
C -1.705 -3.068 2.358 -0.02 0.33 0.02
C 2.646 0.440 -2.650 -0.06 0.07 0.27
C 3.921 0.418 0.238 -0.14 0.09 -0.13
C -3.603 -1.074 -0.187 -0.13 -0.08 0.05
H -3.933 -2.125 -0.175 0.07 0.40 -0.01
H -4.445 -0.464 -0.569 0.35 -0.26 0.09
H -2.766 -0.997 -0.896 -0.31 0.05 0.15
C -4.338 -0.931 2.214 -0.12 -0.03 0.01
H -4.607 -1.999 2.206 0.08 0.44 0.01
H -4.076 -0.637 3.245 -0.09 -0.10 -0.41
H -5.244 -0.362 1.928 0.36 -0.21 0.10
C -3.039 0.947 1.263 -0.01 0.11 -0.03
H -3.883 1.422 0.728 0.26 -0.20 0.22
H -3.036 1.308 2.304 -0.01 -0.14 -0.40
H -2.099 1.284 0.805 -0.37 -0.08 0.23
C -2.543 -3.897 1.367 -0.13 -0.07 0.19
H -2.123 -3.842 0.347 -0.15 -0.06 0.25
H -2.532 -4.958 1.681 0.01 0.41 -0.16
H -3.596 -3.575 1.331 0.46 -0.16 -0.01
C -0.323 -3.729 2.490 -0.03 -0.04 0.11
H 0.120 -3.934 1.505 -0.17 -0.02 0.37
H 0.371 -3.101 3.072 -0.26 -0.25 -0.16
H -0.440 -4.695 3.017 0.08 0.38 -0.23
C -2.344 -3.058 3.763 -0.04 -0.10 0.08
H -3.343 -2.603 3.785 0.42 -0.21 0.00
H -2.442 -4.103 4.114 0.03 0.40 -0.12
H -1.698 -2.524 4.480 -0.24 -0.22 -0.28
C 4.739 -0.824 -0.172 0.11 0.04 0.00
H 5.588 -0.936 0.527 -0.34 0.03 -0.28
H 4.142 -1.748 -0.125 0.25 0.28 -0.05
H 5.158 -0.719 -1.186 -0.14 -0.04 0.42
C 3.587 0.340 1.749 0.05 -0.01 0.05
H 3.157 1.283 2.118 0.17 -0.37 -0.11
H 2.896 -0.474 2.001 0.30 0.37 0.02
H 4.534 0.163 2.291 -0.38 0.06 -0.20
C 4.779 1.688 0.052 0.09 0.07 0.00
H 5.681 1.586 0.685 -0.35 0.03 -0.24
H 5.117 1.844 -0.982 -0.13 -0.05 0.45
H 4.248 2.592 0.394 0.23 -0.35 -0.11
C 1.341 0.839 -3.370 -0.04 0.01 -0.10
H 1.031 1.874 -3.147 0.13 -0.37 -0.10
H 1.509 0.769 -4.460 -0.06 0.03 0.41
H 0.522 0.154 -3.104 0.28 0.23 -0.16
C 2.962 -1.018 -3.054 0.09 0.00 -0.05
H 2.164 -1.700 -2.721 0.27 0.27 -0.21
H 3.029 -1.075 -4.156 -0.03 0.00 0.43
H 3.918 -1.373 -2.641 -0.37 0.12 -0.19
C 3.776 1.380 -3.104 0.08 0.01 -0.09
H 3.616 2.419 -2.765 0.05 -0.40 -0.12
H 4.763 1.042 -2.750 -0.40 0.11 -0.17
H 3.809 1.391 -4.209 -0.02 -0.01 0.42
V 0.335 -0.782 0.062 -0.47 2.29 0.91
C 1.571 -2.006 0.914 3.93 -3.54 2.36
O 2.374 -2.766 1.308 -2.79 2.68 -1.36
N -0.867 0.497 -1.048 -2.09 2.21 -2.27
C -1.521 1.256 -1.666 1.79 -2.14 1.76
C -2.326 2.194 -2.358 -0.80 0.98 -0.66
C -2.554 2.063 -3.751 0.00 0.12 0.38
C -2.906 3.274 -1.644 0.11 -0.24 -0.27
C -3.353 3.001 -4.411 0.04 0.02 0.19
H -2.105 1.227 -4.294 -0.17 0.32 0.17
C -3.700 4.202 -2.323 0.07 -0.16 -0.13
H -2.729 3.364 -0.569 -0.07 0.00 -0.41
C -3.926 4.070 -3.703 0.25 -0.30 0.22
H -3.530 2.898 -5.486 0.08 0.04 0.46
H -4.148 5.034 -1.770 0.20 -0.36 -0.23
H -4.550 4.801 -4.227 0.27 -0.31 0.22
C 0.714 -3.413 -1.350 0.69 -1.99 -1.18
O 0.055 -2.167 -1.397 -1.71 -0.35 -0.41
H 1.805 -3.300 -1.208 -0.78 0.21 0.15
H 0.603 -3.905 -2.340 -0.01 0.19 0.51
H 0.273 -4.089 -0.596 0.33 0.41 -0.13
H -0.915 -2.370 -1.388 0.97 0.38 -0.20

---

No. 3
13
Properties=species:S:1:pos:R:3:forces:R:3 method="wB97M-V/def2-TZVPD" homo_lumo_gap_ev=12.333 homo_ev=-15.716 e_above_lowest_kj_mol=2.8 total_charge=+1 max_force_ha_per_bohr=0.009
Na 0.535 0.288 -0.348 -0.28 -0.15 0.35
O -1.252 0.341 -1.808 0.02 -0.08 -0.20
H -1.185 0.441 -2.768 -0.10 -0.02 0.22
H -2.118 -0.059 -1.652 0.17 0.10 -0.05
O -0.957 -0.774 1.582 0.03 -0.11 0.08
H -1.911 -0.911 1.666 0.22 0.02 -0.05
H -0.566 -1.384 2.224 -0.12 0.14 -0.15
O 0.083 2.022 1.320 0.16 0.01 -0.08
H -0.463 1.796 2.085 0.13 0.01 -0.18
H 0.424 2.912 1.479 -0.14 -0.20 0.01
O 2.091 -1.480 -1.203 0.11 0.46 0.07
H 2.637 -2.122 -0.728 -0.14 0.12 -0.13
H 2.684 -1.069 -1.849 -0.07 -0.31 0.12